No. 1
This record from OMol25 describes a cluster of 2 separate species, C4H5Cl3O in total. The level of theory is ωB97M-V/def2-TZVPD.

Net charge: 0
Molar mass (g mol⁻¹): 175.4

Cartesian coordinates (Å):
1 Cl 2.002 -1.536 1.311
2 Cl 3.076 -0.733 -1.119
3 Cl 2.377 1.281 0.842
4 O -0.184 1.593 0.468
5 C -0.229 -0.008 -1.310
6 C -0.687 0.594 -0.053
7 C 2.031 -0.269 0.153
8 C -1.823 -0.012 0.632
9 H -0.592 -1.035 -1.433
10 H -2.520 -0.223 -0.185
11 H -2.026 0.589 1.498
12 H -1.666 -0.913 1.152
13 H 0.240 0.674 -1.957

No. 2
This record from OMol25 describes the molecule C2H4N4OS. The level of theory is ωB97M-V/def2-TZVPD.

Net charge: 0
Molar mass (g mol⁻¹): 132.1

Cartesian coordinates (Å):
1 S -2.648 -0.026 -0.021
2 O 3.037 -0.055 0.078
3 N 1.112 1.182 0.035
4 N -0.277 1.145 -0.076
5 N -0.227 -1.090 0.334
6 N 1.040 -1.100 -0.364
7 C -1.002 0.015 0.077
8 C 1.837 -0.001 -0.068
9 H 1.421 1.797 0.730
10 H -0.745 -1.952 0.149
11 H 1.559 -1.936 -0.110
12 H -0.704 1.900 -0.610

One value per record, in order, for energy above the lowest of the compared OMol25 structures with the same formula, charge and spin: 4.1452, 0.1590 eV.
One value per record, in order, for calculated total energy: -1611.07935, -771.03223 a.u..